[1]
{"formula": "C13H26MgNO3P2", "method": "wB97M-V/def2-TZVPD", "symbols": ["Mg", "P", "C", "C", "N", "C", "C", "C", "C", "C", "P", "H", "H", "H", "H", "H", "H", "H", "H", "O", "H", "H", "O", "H", "C", "H", "H", "H", "C", "H", "H", "H", "C", "H", "H", "H", "C", "H", "H", "H", "C", "C", "O", "H", "H", "H"], "positions_angstrom": [[0.05, 0.12, 0.11], [-0.05, 1.67, -1.85], [-1.59, 2.34, -1.29], [-2.48, 1.62, -0.45], [-2.00, 0.56, 0.30], [-2.82, -0.22, 1.01], [-4.20, 0.01, 1.04], [-4.72, 1.11, 0.35], [-3.87, 1.94, -0.36], [-2.25, -1.43, 1.77], [-0.44, -1.31, 2.12], [-4.21, 2.82, -0.91], [-4.83, -0.69, 1.60], [-5.78, 1.31, 0.37], [-2.77, -1.54, 2.73], [-2.40, -2.36, 1.20], [-1.39, 3.99, 0.54], [-1.99, 3.25, -1.75], [0.26, 3.49, 2.11], [-0.86, 4.30, 1.30], [-1.18, 5.19, 1.53], [1.40, 0.81, 1.01], [0.99, 3.08, 2.64], [0.92, 2.12, 2.47], [-0.54, -0.41, 3.72], [-1.11, -1.01, 4.45], [0.49, -0.25, 4.09], [-1.05, 0.56, 3.55], [-0.02, -3.00, 2.61], [1.03, -3.00, 2.94], [-0.66, -3.35, 3.43], [-0.14, -3.65, 1.73], [-0.27, 1.30, -3.61], [-0.51, 2.22, -4.16], [0.67, 0.88, -4.01], [-1.08, 0.57, -3.72], [1.10, 3.09, -1.78], [2.07, 2.77, -2.17], [0.70, 3.90, -2.40], [1.20, 3.41, -0.73], [0.84, -2.09, -2.16], [-0.38, -1.59, -1.57], [-1.55, -1.82, -1.65], [1.45, -2.57, -1.37], [1.41, -1.25, -2.59], [0.64, -2.83, -2.96]], "e_homo_ev": [-10.60, -10.57], "largest_force_ha_per_bohr": 0.0390, "charge": 1, "lumo_energy_ev": [-4.24, -5.29], "de_lowest_kj_mol": 0.00}

---

[2]
{"formula": "C13H26N2O", "method": "wB97M-V/def2-TZVPD", "symbols": ["O", "C", "C", "N", "C", "C", "C", "C", "C", "C", "N", "C", "C", "C", "C", "C", "H", "H", "H", "H", "H", "H", "H", "H", "H", "H", "H", "H", "H", "H", "H", "H", "H", "H", "H", "H", "H", "H", "H", "H", "H", "H"], "positions_angstrom": [[-0.52, -0.03, -2.12], [0.04, 0.19, -0.84], [-0.80, -0.53, 0.22], [-2.21, -0.23, 0.01], [-3.10, -1.27, 0.49], [-4.52, -1.00, 0.02], [-5.00, 0.35, 0.54], [-4.00, 1.43, 0.10], [-2.60, 1.06, 0.57], [1.48, -0.34, -0.85], [2.12, -0.15, 0.44], [3.07, -1.19, 0.81], [4.40, -1.09, 0.05], [5.02, 0.28, 0.29], [4.03, 1.37, -0.10], [2.70, 1.16, 0.64], [-1.47, -0.10, -1.97], [0.05, 1.27, -0.64], [-0.44, -0.24, 1.22], [-0.66, -1.60, 0.10], [-2.76, -2.23, 0.08], [-3.08, -1.34, 1.59], [-4.54, -0.99, -1.07], [-5.18, -1.80, 0.37], [-5.99, 0.58, 0.16], [-5.05, 0.33, 1.63], [-4.01, 1.50, -0.99], [-4.28, 2.40, 0.52], [-1.89, 1.82, 0.23], [-2.57, 1.03, 1.67], [2.01, 0.16, -1.68], [1.44, -1.41, -1.08], [2.60, -2.16, 0.64], [3.26, -1.08, 1.88], [5.07, -1.88, 0.39], [4.22, -1.23, -1.02], [5.94, 0.39, -0.28], [5.26, 0.38, 1.36], [4.42, 2.36, 0.15], [3.85, 1.34, -1.18], [1.97, 1.91, 0.33], [2.86, 1.28, 1.72]], "e_homo_ev": -8.09, "largest_force_ha_per_bohr": 0.0096, "smiles": "OC(CN1CCCCC1)CN1CCCCC1", "lumo_energy_ev": 1.00, "de_lowest_kj_mol": 69.79}

---

[3]
{"formula": "C13H26N2O2S", "method": "wB97M-V/def2-TZVPD", "symbols": ["C", "C", "S", "O", "O", "N", "C", "C", "N", "C", "C", "C", "C", "C", "C", "C", "C", "C", "H", "H", "H", "H", "H", "H", "H", "H", "H", "H", "H", "H", "H", "H", "H", "H", "H", "H", "H", "H", "H", "H", "H", "H", "H", "H"], "positions_angstrom": [[-1.17, 5.14, 2.45], [-2.18, 4.10, 1.92], [-1.55, 3.29, 0.49], [-2.77, 2.71, -0.12], [-0.76, 4.27, -0.35], [-0.63, 2.15, 1.48], [-1.20, 0.87, 1.85], [-0.83, -0.10, 0.69], [0.61, -0.24, 0.53], [1.09, -1.52, -0.14], [1.41, -1.23, -1.65], [1.78, -2.47, -2.38], [1.07, -3.76, -2.10], [-0.24, -3.77, -2.90], [0.81, -4.00, -0.55], [0.18, -2.73, 0.00], [1.32, 1.04, 0.28], [0.84, 2.15, 1.23], [-1.13, 6.02, 1.73], [-1.49, 5.62, 3.37], [-0.18, 4.73, 2.63], [-2.45, 3.29, 2.71], [-3.04, 4.74, 1.70], [-2.27, 1.14, 2.00], [-0.89, 0.39, 2.82], [-1.29, -1.07, 0.87], [-1.24, 0.30, -0.22], [2.14, -1.75, 0.26], [2.28, -0.67, -1.74], [0.52, -0.65, -2.05], [1.62, -2.30, -3.46], [2.82, -2.75, -2.20], [1.61, -4.63, -2.50], [-0.25, -3.78, -4.01], [-0.81, -4.63, -2.69], [-0.86, -2.97, -2.41], [1.80, -4.19, -0.25], [0.18, -4.93, -0.57], [-0.81, -2.47, -0.39], [-0.09, -2.94, 0.97], [2.43, 0.97, 0.40], [1.16, 1.44, -0.75], [1.31, 2.06, 2.23], [1.13, 3.12, 0.79]], "e_homo_ev": -8.11, "largest_force_ha_per_bohr": 0.0878, "smiles": "CCS(=O)(=O)N1CCN([C@H]2CC[C@@H](C)CC2)CC1", "lumo_energy_ev": 0.78}

---

[4]
{"formula": "C13H26N4OS6SbTi", "method": "wB97M-V/def2-TZVPD", "symbols": ["Ti", "S", "C", "C", "C", "C", "C", "C", "S", "H", "H", "H", "H", "S", "Sb", "S", "S", "C", "C", "O", "H", "H", "H", "H", "H", "H", "N", "C", "N", "S", "H", "H", "H", "H", "C", "C", "C", "C", "N", "N", "H", "H", "H", "H", "H", "H", "H", "H", "H", "H", "H", "H"], "positions_angstrom": [[1.04, -0.01, 0.33], [0.33, -0.09, 2.66], [1.69, 0.66, 3.52], [1.85, 0.40, 4.88], [2.87, 0.97, 5.63], [3.77, 1.82, 4.99], [3.63, 2.08, 3.64], [2.60, 1.52, 2.87], [2.48, 1.94, 1.17], [1.14, -0.27, 5.35], [2.96, 0.74, 6.68], [4.58, 2.27, 5.55], [4.33, 2.74, 3.14], [2.26, -3.35, -2.62], [3.00, -1.25, -1.98], [3.01, -1.40, 0.45], [0.82, -0.01, -2.00], [0.40, 3.51, -1.25], [-0.82, 2.65, -1.00], [-0.60, 1.84, 0.16], [0.64, 4.11, -0.37], [0.21, 4.17, -2.10], [1.26, 2.89, -1.48], [-1.69, 3.29, -0.81], [-1.03, 2.02, -1.87], [-1.44, 1.38, 0.33], [-2.58, -1.23, 1.78], [-3.25, -1.00, 0.65], [-3.33, -2.06, -0.20], [-3.95, 0.48, 0.26], [-1.88, -1.99, 1.81], [-2.34, -0.42, 2.34], [-3.07, -2.98, 0.11], [-3.88, -1.95, -1.03], [1.54, -4.75, 0.93], [0.05, -4.43, 1.07], [-0.49, -5.04, 2.36], [-0.70, -4.99, -0.14], [-0.21, -2.98, 1.18], [0.06, -2.20, 0.02], [1.69, -5.84, 0.91], [2.10, -4.34, 1.77], [1.97, -4.34, 0.01], [-0.34, -6.12, 2.37], [-1.56, -4.83, 2.47], [0.03, -4.61, 3.22], [-0.62, -6.08, -0.15], [-0.29, -4.61, -1.07], [-1.77, -4.74, -0.08], [0.39, -2.59, 1.91], [-0.77, -2.15, -0.55], [0.82, -2.57, -0.56]], "e_homo_ev": [-1.03, -1.16], "largest_force_ha_per_bohr": 0.0101, "s_squared": 0.76, "charge": -2, "lumo_energy_ev": [4.27, 4.26], "multiplicity": 2, "de_lowest_kj_mol": 81.84}

---

[5]
{"formula": "C13H26N6O6Pb", "method": "wB97M-V/def2-TZVPD", "symbols": ["O", "H", "Pb", "N", "N", "N", "N", "O", "O", "O", "O", "C", "C", "C", "C", "C", "H", "H", "H", "C", "H", "H", "H", "C", "C", "H", "H", "H", "H", "H", "H", "H", "H", "C", "H", "H", "H", "O", "H", "H", "C", "C", "N", "C", "C", "N", "H", "H", "H", "H", "H", "H"], "positions_angstrom": [[2.77, 0.83, -3.00], [3.62, 0.97, -3.46], [1.27, -0.29, -0.82], [0.02, -2.31, 0.75], [-0.16, -2.25, -1.89], [1.22, 0.87, 1.52], [2.02, 2.07, -0.67], [-0.02, -2.16, 2.04], [0.76, 0.28, 2.66], [2.58, 2.75, -1.59], [-0.32, -2.07, -3.11], [-1.07, -3.03, -1.23], [-0.98, -3.03, 0.20], [1.20, 2.20, 1.54], [1.64, 2.86, 0.35], [-2.00, -3.70, 1.04], [-2.83, -3.02, 1.28], [-1.57, -4.05, 1.98], [-2.43, -4.56, 0.52], [-2.13, -3.69, -2.01], [-1.70, -4.14, -2.91], [-2.88, -2.95, -2.33], [-2.64, -4.46, -1.44], [0.73, 2.97, 2.71], [1.73, 4.32, 0.17], [0.58, 2.31, 3.57], [-0.21, 3.48, 2.47], [1.47, 3.74, 2.96], [1.24, 4.63, -0.75], [2.77, 4.67, 0.09], [1.27, 4.87, 1.00], [0.53, -0.69, 2.38], [2.82, 1.57, -2.40], [3.28, -0.89, -1.66], [2.71, -1.80, -2.00], [3.68, -0.68, -0.64], [4.09, -0.73, -2.38], [2.40, -2.76, 3.38], [2.74, -1.90, 3.67], [1.54, -2.53, 2.97], [-2.58, 0.26, 1.32], [-2.33, 0.79, -0.04], [-1.23, 0.69, -0.77], [-1.48, 1.35, -1.96], [-2.74, 1.85, -1.95], [-3.29, 1.49, -0.72], [-1.87, 0.70, 2.03], [-3.60, 0.51, 1.62], [-2.44, -0.83, 1.33], [-0.72, 1.40, -2.74], [-3.28, 2.41, -2.69], [-4.19, 1.68, -0.37]], "e_homo_ev": [-7.41, -7.42], "largest_force_ha_per_bohr": 0.0789, "lumo_energy_ev": [-0.90, -1.22], "de_lowest_kj_mol": 208.86}

---

[6]
{"formula": "C13H26NO4P2Ti", "method": "wB97M-V/def2-TZVPD", "symbols": ["Ti", "P", "C", "C", "N", "C", "C", "C", "C", "C", "P", "H", "H", "H", "H", "H", "H", "H", "H", "O", "H", "H", "O", "H", "C", "H", "H", "H", "C", "H", "H", "H", "C", "H", "H", "H", "C", "H", "H", "H", "C", "C", "O", "O", "H", "H", "H"], "positions_angstrom": [[0.29, 0.66, 0.26], [2.19, -0.91, 0.77], [2.39, -1.21, -1.04], [1.08, -1.62, -1.66], [-0.03, -0.99, -1.20], [-1.23, -1.41, -1.68], [-1.33, -2.35, -2.69], [-0.18, -2.89, -3.26], [1.04, -2.51, -2.72], [-2.50, -0.82, -1.13], [-2.16, 0.74, -0.24], [2.00, -2.87, -3.12], [-2.34, -2.59, -3.04], [-0.24, -3.58, -4.09], [-3.22, -0.66, -1.95], [-2.99, -1.54, -0.45], [2.72, -0.24, -1.51], [3.17, -1.96, -1.20], [0.57, 2.97, -1.04], [1.12, 2.06, -1.07], [1.87, 2.04, -1.71], [-0.32, 3.85, 0.63], [-0.38, 4.00, -0.34], [-0.64, 4.94, -0.47], [-2.38, 2.00, -1.50], [-3.40, 1.94, -1.88], [-2.19, 2.98, -1.06], [-1.68, 1.85, -2.32], [-3.62, 0.88, 0.86], [-3.48, 1.76, 1.50], [-4.54, 1.00, 0.27], [-3.71, -0.02, 1.50], [2.22, -2.59, 1.48], [3.16, -3.08, 1.27], [2.09, -2.52, 2.57], [1.40, -3.19, 1.09], [3.78, -0.21, 1.31], [3.65, 0.09, 2.36], [4.57, -0.97, 1.23], [4.04, 0.68, 0.71], [-0.14, 0.93, 4.19], [-0.10, 0.83, 2.69], [-0.42, -0.23, 2.04], [0.31, 1.82, 1.96], [-0.34, -0.04, 4.66], [-0.92, 1.64, 4.49], [0.82, 1.32, 4.56]], "e_homo_ev": -19.17, "largest_force_ha_per_bohr": 0.0387, "charge": 3, "lumo_energy_ev": -12.02, "de_lowest_kj_mol": 0.00}

---

[7]
{"formula": "C13H26O11P", "method": "wB97M-V/def2-TZVPD", "symbols": ["O", "C", "C", "P", "O", "C", "C", "C", "C", "C", "O", "O", "O", "H", "H", "H", "H", "H", "H", "H", "H", "H", "H", "H", "H", "H", "H", "C", "O", "C", "O", "O", "C", "H", "H", "H", "H", "H", "H", "C", "O", "C", "O", "O", "C", "H", "H", "H", "H", "H", "H"], "positions_angstrom": [[9.00, 2.80, -2.99], [7.68, 3.15, -2.99], [6.58, 2.22, -2.18], [5.09, 3.29, -1.63], [4.50, 1.93, -0.65], [3.57, 1.18, -1.55], [2.90, 2.42, -2.44], [1.56, 2.13, -3.32], [0.28, 1.82, -2.28], [-1.03, 2.75, -2.73], [-2.12, 2.16, -3.30], [-1.05, 4.23, -2.48], [4.09, 3.03, -3.07], [7.40, 4.15, -3.57], [6.29, 1.23, -2.73], [7.13, 1.89, -1.17], [6.01, 3.75, -0.59], [5.57, 4.44, -2.39], [4.21, 4.30, -1.02], [2.58, 0.73, -1.05], [4.04, 0.35, -2.24], [2.47, 3.09, -1.55], [1.22, 3.10, -3.92], [1.63, 1.21, -4.05], [-0.04, 0.70, -2.37], [0.60, 2.02, -1.16], [-0.69, 4.29, -1.53], [-3.78, 0.53, -1.65], [-3.12, -0.72, -1.44], [-3.83, -1.60, -0.69], [-4.94, -1.41, -0.21], [-3.09, -2.74, -0.57], [-3.72, -3.76, 0.20], [-3.12, 1.16, -2.26], [-4.72, 0.38, -2.19], [-3.96, 1.04, -0.69], [-4.65, -4.08, -0.27], [-3.89, -3.43, 1.23], [-3.04, -4.62, 0.23], [-1.93, -5.39, 6.72], [-2.38, -4.58, 5.63], [-3.64, -4.10, 5.78], [-4.38, -4.30, 6.73], [-3.94, -3.35, 4.68], [-5.24, -2.77, 4.70], [-0.91, -5.72, 6.49], [-1.91, -4.81, 7.65], [-2.56, -6.27, 6.82], [-5.35, -2.09, 5.55], [-6.01, -3.56, 4.73], [-5.37, -2.20, 3.78]], "e_homo_ev": -4.47, "largest_force_ha_per_bohr": 0.1810, "charge": -1, "lumo_energy_ev": 1.87}

---

[8]
{"formula": "C13H27CaNO8P2S", "method": "wB97M-V/def2-TZVPD", "symbols": ["C", "C", "C", "C", "C", "C", "C", "C", "O", "S", "O", "O", "C", "P", "O", "O", "O", "C", "C", "N", "C", "C", "P", "O", "O", "H", "H", "H", "H", "H", "H", "H", "H", "H", "H", "H", "H", "H", "H", "H", "H", "H", "H", "H", "H", "H", "H", "H", "H", "H", "H", "H", "Ca"], "positions_angstrom": [[0.02, 4.85, 0.82], [-0.45, 3.75, 0.06], [0.62, 2.86, -0.69], [0.44, 1.27, -0.47], [1.57, 0.63, -1.46], [3.05, 0.72, -0.78], [3.41, -0.69, -0.06], [4.91, -1.15, -0.29], [0.85, 0.87, 0.85], [-0.37, 0.81, 1.98], [-0.58, 2.10, 2.74], [0.08, -0.19, 3.02], [-1.96, 0.12, 1.30], [-2.88, -1.03, 2.47], [-3.51, -0.20, 3.58], [-4.19, -1.72, 1.60], [-1.99, -2.34, 3.04], [-1.57, -0.53, -0.13], [-0.61, -1.79, -0.03], [-1.36, -3.09, 0.11], [-0.57, -4.09, 0.87], [-0.96, 0.70, -0.99], [-0.98, 0.38, -2.87], [-0.96, -1.28, -3.20], [-2.59, 0.89, -3.35], [-0.58, 5.33, 1.65], [1.08, 5.27, 0.67], [-1.57, 3.56, 0.04], [0.44, 3.02, -1.84], [1.70, 3.15, -0.50], [1.63, 1.29, -2.39], [1.41, -0.47, -1.66], [3.80, 0.80, -1.64], [3.13, 1.56, -0.03], [3.29, -0.51, 1.07], [2.67, -1.52, -0.31], [5.06, -2.11, 0.32], [5.67, -0.41, 0.11], [5.08, -1.45, -1.38], [-2.64, 1.00, 1.07], [-4.69, -1.02, 1.14], [-1.67, -2.04, 3.92], [-2.53, -0.85, -0.67], [0.12, -1.73, 0.85], [0.06, -1.95, -0.95], [-2.30, -2.94, 0.50], [0.32, -4.51, 0.28], [-0.10, -3.63, 1.82], [-1.26, -4.92, 1.25], [-1.73, 1.56, -0.85], [-1.87, -1.51, -3.51], [-3.15, 0.78, -2.54], [-0.78, 2.42, -4.57]], "e_homo_ev": -13.67, "largest_force_ha_per_bohr": 0.1805, "charge": 2, "lumo_energy_ev": -9.51, "de_lowest_kj_mol": 0.00}

---

[9]
{"formula": "C13H27ClCoO8", "method": "wB97M-V/def2-TZVPD", "symbols": ["Co", "C", "O", "H", "H", "H", "Cl", "O", "O", "O", "O", "C", "C", "C", "O", "C", "H", "H", "H", "H", "H", "H", "H", "H", "C", "C", "C", "O", "C", "H", "H", "H", "H", "H", "H", "H", "H", "C", "C", "C", "O", "C", "H", "H", "H", "H", "H", "H", "H", "H"], "positions_angstrom": [[4.05, -0.05, -2.03], [5.35, -2.65, -0.34], [5.03, -1.50, -1.06], [5.60, -2.45, 0.71], [4.54, -3.39, -0.40], [6.25, -3.09, -0.79], [2.05, 0.32, -4.04], [2.63, 1.34, -3.16], [2.89, -0.86, -3.79], [0.71, 0.06, -3.63], [2.11, 0.69, -5.41], [7.56, -0.07, -4.62], [7.16, 1.42, -4.58], [5.65, 1.37, -4.46], [5.44, 0.28, -3.56], [6.41, -0.74, -3.85], [8.50, -0.18, -4.10], [7.63, -0.41, -5.65], [7.52, 1.93, -5.47], [7.56, 1.96, -3.72], [5.11, 1.20, -5.40], [5.29, 2.31, -4.04], [5.94, -1.53, -4.45], [6.66, -1.29, -2.94], [6.06, 2.69, 0.50], [4.76, 3.45, 0.22], [4.31, 2.95, -1.14], [4.92, 1.66, -1.29], [6.23, 1.80, -0.73], [5.98, 2.07, 1.40], [6.93, 3.33, 0.67], [5.00, 4.52, 0.19], [4.01, 3.34, 1.00], [4.70, 3.55, -1.97], [3.23, 2.95, -1.30], [6.92, 2.29, -1.42], [6.57, 0.80, -0.45], [2.11, -0.63, 1.61], [0.76, -0.62, 0.93], [1.10, -0.52, -0.59], [2.49, -0.13, -0.63], [2.95, 0.22, 0.67], [2.55, -1.63, 1.63], [2.10, -0.26, 2.63], [0.19, 0.27, 1.22], [0.15, -1.49, 1.17], [0.46, 0.19, -1.11], [1.03, -1.52, -1.00], [2.69, 1.28, 0.82], [4.01, 0.06, 0.84]], "e_homo_ev": [-8.02, -7.83], "largest_force_ha_per_bohr": 0.0335, "s_squared": 3.76, "lumo_energy_ev": [0.47, 0.47], "multiplicity": 4, "de_lowest_kj_mol": 49.25}

---

[10]
{"formula": "C13H27N2O6S2", "method": "wB97M-V/def2-TZVPD", "symbols": ["C", "C", "C", "N", "N", "C", "C", "O", "O", "H", "H", "H", "H", "H", "H", "H", "H", "H", "H", "H", "C", "C", "C", "S", "O", "O", "C", "H", "H", "H", "H", "H", "H", "H", "H", "C", "C", "C", "S", "O", "O", "C", "H", "H", "H", "H", "H", "H", "H", "H"], "positions_angstrom": [[0.38, 0.69, 1.28], [-0.54, 1.44, 0.26], [-1.12, 2.77, 0.84], [-2.46, 2.62, 1.43], [-3.43, 2.23, 0.48], [-4.20, 1.05, 0.89], [-3.72, -0.29, 0.26], [-3.18, -1.12, 1.02], [-3.87, -0.55, -0.97], [1.11, 1.40, 1.73], [-0.27, 0.23, 2.04], [0.94, -0.06, 0.70], [-1.31, 0.74, -0.13], [0.10, 1.72, -0.61], [-0.44, 3.06, 1.67], [-1.05, 3.62, 0.11], [-2.73, 3.57, 1.70], [-3.05, 2.13, -0.46], [-5.29, 1.15, 0.66], [-4.09, 0.96, 1.99], [1.87, 1.24, -5.74], [0.45, 1.77, -5.55], [0.19, 1.85, -4.04], [1.79, 2.12, -3.27], [2.11, 0.97, -2.47], [1.85, 3.47, -2.75], [2.74, 2.05, -4.78], [2.21, 1.35, -6.77], [1.92, 0.18, -5.48], [0.36, 2.76, -5.99], [-0.29, 1.12, -6.03], [-0.47, 2.68, -3.79], [-0.22, 0.92, -3.65], [3.71, 1.59, -4.58], [2.88, 3.07, -5.14], [0.27, -4.56, 3.40], [1.74, -4.79, 3.78], [2.49, -3.48, 3.51], [1.29, -2.16, 3.68], [1.10, -1.54, 2.39], [1.59, -1.39, 4.86], [-0.11, -3.22, 4.01], [-0.37, -5.36, 3.76], [0.18, -4.51, 2.31], [1.80, -5.03, 4.85], [2.18, -5.62, 3.23], [3.31, -3.33, 4.21], [2.88, -3.45, 2.49], [-1.01, -2.78, 3.57], [-0.23, -3.29, 5.09]], "e_homo_ev": -3.54, "largest_force_ha_per_bohr": 0.0347, "charge": -1, "lumo_energy_ev": 2.31}